Record 1
# C3H12O4

A 4-piece molecular cluster, C3H12O4 overall (the ωB97M-V functional and the def2-TZVPD basis, the Open Molecules 2025 dataset).

The geometry in XYZ format:
```
19
Properties=species:S:1:pos:R:3:forces:R:3:mulliken_charge:R:1
C 1.973 -1.275 -0.235 0.1 0.2 0.4 -0.8786
C 1.273 -0.337 0.401 0.4 0.2 0.2 0.5524
C 1.441 1.149 0.196 1.3 -0.3 0.3 -1.0016
O 0.279 -0.647 1.305 0.1 -0.6 -1.1 -0.4207
H 2.960 -0.995 -0.577 -0.3 0.0 -0.9 0.2716
H 1.697 -2.320 -0.227 0.1 -0.1 0.4 0.3341
H 0.767 1.488 -0.586 -0.5 0.3 0.4 0.1893
H 1.385 1.658 1.163 -0.6 0.3 -0.2 0.3485
H 2.436 1.438 -0.162 0.0 -0.5 -0.1 0.3463
H 0.364 -0.007 2.007 -0.6 0.3 0.4 0.2594
O -1.220 -1.626 -1.607 -0.4 -0.4 -1.2 -0.6558
H -0.447 -2.057 -2.008 -0.2 0.5 0.7 0.3179
H -0.977 -1.171 -0.809 0.6 0.1 0.6 0.3239
O -1.759 0.584 2.975 -0.3 -0.8 0.4 -0.5762
H -2.656 0.328 3.227 0.2 -0.2 0.0 0.2931
H -1.862 1.497 2.763 0.0 1.1 -0.3 0.2981
O -0.904 1.780 -2.817 -0.6 -1.0 0.1 -0.6613
H -1.008 0.805 -2.891 0.3 0.7 0.1 0.3424
H -1.811 2.051 -2.614 0.3 0.1 -0.1 0.3173
```
Positions in Å, forces in eV/Å.

* SMILES string: C=C(C)O.O.O.O
* energy relative to the best compared isomer or geometry (same formula, charge and spin): 1.184 eV
* E_tot: -422.41795 a.u.
* total charge: 0
* orbital gap: 9.335 eV


Record 2
# C24H24As2NNbO8S4

C24H24As2NNbO8S4 as an isolated structure (the ωB97M-V functional and the def2-TZVPD basis, the Open Molecules 2025 dataset).

The geometry in XYZ format:
```
64
Properties=species:S:1:pos:R:3:forces:R:3:mulliken_charge:R:1
Nb 0.398 -0.396 2.765 -0.1 -0.2 2.2 -1.3135
S 2.814 3.439 3.239 -1.2 -2.9 0.3 -0.0463
C 1.552 3.442 4.432 -0.5 0.4 0.2 -0.3340
C 0.838 2.301 4.530 -0.3 -1.0 -1.0 -0.3866
C 1.241 1.255 3.608 1.7 1.3 -0.4 1.0134
C 2.372 1.691 2.870 0.0 1.6 0.7 -0.1774
C 3.029 0.865 1.865 0.4 -1.1 -0.3 0.7259
C 4.267 1.028 1.250 -0.6 1.1 -0.8 -0.6429
C 4.512 0.300 0.064 1.6 1.0 -0.6 -0.0878
C 3.690 -0.728 -0.342 0.2 0.2 0.4 -0.7833
C 2.606 -0.996 0.460 -0.6 -0.2 -0.1 -0.6402
N 2.265 -0.234 1.514 -0.3 0.5 0.3 0.1311
H 1.229 4.312 5.012 0.7 -0.1 -0.4 0.4488
H -0.084 2.204 5.069 0.0 0.1 0.6 0.4013
H 4.904 1.890 1.516 -0.3 -0.7 -0.1 0.4237
H 5.366 0.613 -0.629 -1.1 -0.6 1.4 0.3946
H 3.897 -1.275 -1.249 -0.2 -0.1 0.0 0.4998
H 1.902 -1.772 0.184 0.0 -0.3 0.1 0.6374
S -0.864 -3.745 5.608 0.4 1.9 -0.8 0.0003
C -0.372 -2.399 4.814 -0.3 -1.4 0.4 0.3248
S -1.134 -0.800 4.630 0.5 0.1 -0.9 -0.1072
S 1.104 -2.377 3.829 0.4 0.2 -0.6 -0.1511
C 0.079 5.024 -0.019 -1.0 0.4 0.7 -0.7654
O -0.201 3.736 -0.559 0.0 -1.2 -1.4 -0.3361
C -0.324 2.702 0.254 1.8 1.2 1.1 -0.0258
O -0.160 2.877 1.457 -0.7 -1.6 -0.2 -0.4904
C -0.612 1.404 -0.420 -0.1 -1.2 0.7 0.8413
C -0.248 1.017 -1.658 -0.8 0.3 0.8 0.5904
As -1.486 -0.074 -2.834 2.7 -1.1 0.7 0.1257
C 0.016 -0.929 -3.901 -0.7 0.8 -0.2 -1.2103
C -1.461 -1.558 -1.500 0.6 1.1 0.4 0.7375
C -1.918 -1.438 -0.254 -0.8 -0.6 1.0 0.3174
As -1.421 0.062 0.898 -2.8 1.5 -3.5 1.6475
C -3.260 0.790 0.727 0.0 0.8 3.0 -1.0388
C -2.806 -2.454 0.476 1.9 -2.1 1.7 0.0607
O -2.681 -2.614 1.701 -0.6 1.0 -1.9 -0.5735
O -3.575 -3.227 -0.311 0.5 1.8 -0.2 -0.2926
C -4.621 -4.014 0.301 1.1 0.4 1.3 -0.7635
C -0.875 -2.860 -1.813 -1.4 -2.6 -2.4 0.1582
O 0.228 -3.266 -1.507 -1.2 1.1 0.2 -0.5697
O -1.774 -3.568 -2.571 2.1 0.4 0.9 -0.2607
C -1.370 -4.948 -2.741 -2.4 -0.7 -0.8 -0.8008
C 0.939 1.606 -2.294 1.0 1.6 -2.0 -0.2176
O 2.097 1.282 -2.081 -1.7 -0.1 0.4 -0.4832
O 0.591 2.505 -3.259 -0.1 -1.4 1.0 -0.3222
C 1.712 2.993 -3.980 1.8 -0.5 0.4 -0.7580
H -0.388 5.077 0.962 0.5 0.0 0.3 0.3215
H -0.532 5.686 -0.613 0.4 0.4 -0.5 0.3102
H 1.147 5.274 -0.006 -0.4 -0.3 -0.1 0.2856
H 0.261 -0.202 -4.720 0.1 -1.0 0.7 0.3532
H -0.380 -1.870 -4.280 -0.1 0.2 -0.4 0.4164
H 0.842 -1.214 -3.240 0.0 0.6 -0.2 0.3372
H -3.872 0.267 1.491 0.2 0.5 -0.5 0.4021
H -3.719 0.711 -0.235 0.4 -0.4 -0.8 0.3980
H -3.162 1.853 0.994 -0.4 -0.3 0.0 0.4589
H -4.844 -3.545 1.255 -0.2 -0.3 0.1 0.3450
H -4.236 -5.003 0.437 0.2 -0.6 0.3 0.3183
H -5.471 -4.062 -0.319 -0.8 0.3 -1.0 0.2749
H -1.575 -5.458 -1.783 0.9 0.1 -0.4 0.3384
H -0.412 -5.086 -3.234 0.2 0.2 0.6 0.3322
H -2.153 -5.326 -3.435 0.6 0.1 0.4 0.2845
H 2.122 2.250 -4.674 -0.5 0.0 -0.1 0.3151
H 2.547 3.098 -3.255 -0.5 0.7 -0.6 0.3146
H 1.421 3.882 -4.501 -0.1 0.4 0.0 0.2927
```
Positions in Å, forces in eV/Å.

* E_tot: -7706.16496 a.u.
* total charge: +2
* orbital gap (spin up / spin down): 5.642 / 5.641 eV